Formula: C41H57GeMoN6PS5
Source: OMol25
Level of theory: ωB97M-V with the def2-TZVPD basis set

```
112
Properties=species:S:1:pos:R:3:mulliken_charge:R:1
Mo -15.61 9.28 9.06 -2.02
C -15.60 13.51 8.43 -0.81
C -17.07 13.76 8.30 1.14
C -17.47 15.06 7.99 -0.66
C -18.81 15.39 7.97 -0.68
C -19.80 14.40 8.05 -1.03
C -19.41 13.10 8.36 -0.80
C -18.08 12.76 8.47 -0.02
P -17.62 11.08 9.23 2.47
C -19.21 10.19 9.07 0.71
C -19.40 9.87 7.73 -0.85
C -20.58 9.30 7.29 -0.69
C -21.64 9.20 8.17 -0.88
C -21.45 9.47 9.54 -1.03
C -20.23 9.97 10.00 1.29
C -20.17 10.35 11.46 -0.96
C -17.32 11.51 10.98 0.43
C -17.51 12.77 11.56 -1.09
C -17.24 12.91 12.90 -0.94
C -16.99 11.75 13.68 -0.70
C -16.85 10.51 13.07 -0.53
C -16.90 10.41 11.67 1.10
C -16.69 9.13 10.93 -0.92
H -15.05 14.11 7.70 0.61
H -15.33 12.46 8.30 -0.77
H -15.22 13.69 9.43 0.26
H -16.69 15.80 7.85 0.45
H -19.10 16.43 7.78 0.36
H -20.83 14.67 7.95 0.48
H -20.14 12.32 8.49 0.32
H -18.67 10.13 7.00 0.57
H -20.73 9.08 6.23 0.43
H -22.61 8.86 7.77 0.36
H -22.28 9.46 10.30 0.27
H -19.77 11.37 11.64 0.20
H -19.45 9.71 12.01 0.12
H -21.15 10.25 11.89 0.52
H -17.89 13.61 10.97 0.40
H -17.34 13.89 13.35 0.43
H -16.87 11.80 14.77 0.38
H -16.69 9.61 13.66 0.47
H -17.67 8.66 10.75 0.63
H -16.13 8.47 11.59 -0.25
C -16.61 5.53 13.13 -0.75
N -15.24 5.15 13.41 0.01
C -14.81 5.11 14.82 -0.59
C -13.35 4.87 14.58 -0.71
N -13.05 5.65 13.39 0.10
C -11.78 5.38 12.71 -0.99
C -14.25 5.79 12.70 0.07
N -14.53 6.49 11.66 -0.19
C -13.54 7.28 10.99 1.10
C -13.39 6.88 9.50 -1.55
N -13.79 7.91 8.53 2.48
C -13.15 8.02 7.41 -1.71
N -12.09 7.24 7.01 0.13
C -12.39 5.79 6.64 -0.66
C -11.35 8.00 6.01 -0.69
C -12.42 8.86 5.32 -0.62
N -13.37 8.96 6.41 0.99
C -14.57 9.75 6.37 -1.01
H -17.25 4.75 13.56 0.38
H -16.89 5.58 12.11 0.11
H -16.85 6.53 13.51 0.23
H -15.26 4.33 15.45 0.38
H -14.97 6.06 15.34 0.30
H -13.23 3.80 14.36 0.35
H -12.64 5.19 15.38 0.40
H -11.11 4.91 13.44 0.43
H -11.27 6.28 12.32 0.20
H -11.94 4.65 11.95 0.35
H -12.52 7.31 11.41 -0.58
H -13.88 8.33 11.01 -0.60
H -14.01 6.00 9.34 -0.34
H -12.39 6.55 9.30 0.64
H -13.09 5.43 7.42 -0.02
H -11.47 5.25 6.83 0.35
H -12.75 5.65 5.62 0.40
H -10.90 7.32 5.27 0.41
H -10.64 8.61 6.52 0.39
H -12.85 8.38 4.45 0.40
H -12.01 9.84 5.07 0.35
H -14.47 10.72 6.89 0.24
H -15.40 9.13 6.75 -0.01
H -14.79 9.91 5.30 0.53
C -17.93 6.52 4.37 -0.59
S -16.14 6.53 4.84 0.04
C -16.13 5.57 6.28 -0.01
C -16.55 5.94 7.53 -0.22
S -17.19 7.55 7.85 -0.19
S -16.54 4.76 8.74 -0.03
C -15.69 3.49 7.90 0.08
S -15.05 2.12 8.52 -0.23
S -15.59 3.89 6.23 -0.18
H -18.00 7.09 3.47 0.41
H -18.38 6.96 5.26 -0.05
H -18.31 5.51 4.20 0.31
C -11.99 12.59 10.68 -1.48
Ge -12.52 11.00 9.67 0.60
C -11.68 11.61 7.98 -1.31
C -11.29 9.61 10.25 -1.16
C -14.42 10.74 9.68 0.52
H -10.95 12.75 10.40 0.38
H -12.13 12.56 11.74 0.43
H -12.56 13.47 10.35 0.34
H -10.63 11.54 8.18 0.45
H -12.02 12.65 7.82 0.43
H -11.97 11.09 7.07 0.08
H -10.27 9.88 10.01 0.60
H -11.46 8.68 9.66 0.21
H -11.46 9.38 11.34 0.23
H -14.87 11.57 10.23 0.87
```

Summary:
Expectation value of S² ... 2.269
Spin multiplicity ... 3
F_max ... 0.0488 hartree/bohr
Lowest unoccupied orbital energy (alpha / beta) ... 0.25 / 0.33 eV
HOMO energy (alpha / beta) ... -7.07 / -7.16 eV
Total charge ... 0